No. 1
Density functional theory data (ωB97M-V with the def2-TZVPD basis set) for a 10-piece molecular cluster, C16H45N7O23S3 overall.

As for the relative energy (zero: lowest compared OMol25 entry of this formula, charge and spin): 2.734 eV. As for the frontier orbital gap: 0.378 Eh. The total energy comes out at -107325.3273 eV. The LUMO energy comes out at -0.5206 eV. Its HOMO energy is -10.817 eV. Its structure (SMILES) is CCOS(C)(=O)=O.CCOS(C)(=O)=O.CCOS(C)(=O)=O.C[N+](=O)[O-].C[N+](=O)[O-].C[N+](=O)[O-].C[N+](=O)[O-].C[N+](=O)[O-].C[N+](=O)[O-].C[N+](=O)[O-].

Atoms and positions in Å:
C (-5.488, -2.112, -2.963)
N (-6.923, -2.132, -2.438)
O (-7.774, -1.784, -3.243)
O (-7.182, -2.626, -1.321)
H (-5.306, -1.072, -3.237)
H (-5.338, -2.736, -3.844)
H (-4.886, -2.381, -2.095)
C (-3.136, 2.393, -7.639)
N (-2.816, 0.968, -7.668)
O (-3.177, 0.232, -6.741)
O (-2.049, 0.603, -8.516)
H (-3.788, 2.550, -6.779)
H (-3.585, 2.835, -8.528)
H (-2.260, 2.975, -7.352)
C (6.371, 1.156, -3.846)
N (6.756, 1.263, -2.366)
O (7.249, 2.318, -1.937)
O (6.553, 0.319, -1.629)
H (7.302, 1.518, -4.281)
H (5.550, 1.856, -4.003)
H (6.224, 0.117, -4.142)
C (3.103, 5.663, -5.228)
N (2.195, 4.485, -5.468)
O (2.643, 3.452, -5.907)
O (1.050, 4.631, -5.082)
H (3.604, 5.803, -6.186)
H (3.703, 5.180, -4.456)
H (2.675, 6.500, -4.676)
C (-6.802, -3.223, 3.623)
N (-6.138, -4.407, 3.013)
O (-4.973, -4.298, 2.499)
O (-6.845, -5.453, 3.034)
H (-6.055, -2.697, 4.217)
H (-7.713, -3.445, 4.178)
H (-7.070, -2.518, 2.836)
C (-2.309, 0.078, 7.394)
N (-1.636, -0.110, 6.103)
O (-1.756, -1.221, 5.507)
O (-0.996, 0.880, 5.654)
H (-2.077, -0.628, 8.192)
H (-3.375, 0.158, 7.181)
H (-1.966, 1.085, 7.632)
C (-1.292, 5.163, 1.860)
N (-2.647, 5.619, 2.195)
O (-3.565, 4.763, 2.033)
O (-2.876, 6.711, 2.724)
H (-0.800, 5.922, 1.251)
H (-1.471, 4.238, 1.312)
H (-0.812, 4.897, 2.801)
O (1.553, 1.463, -1.860)
S (0.799, 0.275, -1.484)
O (1.425, -0.994, -1.158)
O (-0.527, 0.617, -0.382)
C (-1.373, -0.452, 0.049)
C (-2.782, 0.033, 0.343)
C (-0.251, -0.100, -2.965)
H (-0.803, -0.833, 0.896)
H (-1.452, -1.349, -0.565)
H (-3.438, -0.769, 0.682)
H (-3.258, 0.308, -0.597)
H (-2.751, 0.781, 1.135)
H (-0.809, -1.025, -2.819)
H (0.406, -0.324, -3.805)
H (-0.980, 0.703, -3.074)
O (5.325, 1.380, 4.908)
S (3.917, 1.885, 4.783)
O (3.133, 1.998, 5.963)
O (3.918, 3.347, 3.988)
C (4.809, 3.418, 2.915)
C (4.157, 4.056, 1.747)
C (3.006, 0.933, 3.398)
H (5.314, 2.473, 2.718)
H (5.616, 4.096, 3.193)
H (3.338, 3.377, 1.507)
H (4.790, 4.223, 0.875)
H (3.782, 5.006, 2.126)
H (2.638, 0.050, 3.920)
H (3.626, 0.660, 2.544)
H (2.223, 1.603, 3.043)
O (1.825, -7.430, 3.385)
S (1.820, -6.257, 2.560)
O (2.815, -5.180, 2.667)
O (1.796, -6.792, 0.987)
C (2.113, -5.901, -0.050)
C (2.975, -6.606, -1.103)
C (0.176, -5.430, 2.585)
H (2.592, -4.979, 0.280)
H (1.208, -5.575, -0.561)
H (2.820, -6.107, -2.060)
H (2.671, -7.640, -1.264)
H (4.014, -6.526, -0.781)
H (-0.002, -4.903, 3.522)
H (-0.534, -6.239, 2.410)
H (0.259, -4.757, 1.731)

No. 2
Density functional theory data (ωB97M-V with the def2-TZVPD basis set) for a 5-piece molecular cluster, C16H46N4O5 overall.

As for the relative energy (zero: lowest compared OMol25 entry of this formula, charge and spin): 1.765 eV. As for the frontier orbital gap: 0.357 Eh. The total energy comes out at -33532.8355 eV. The LUMO energy comes out at 0.5759 eV. Its HOMO energy is -9.151 eV. Its structure (SMILES) is COC[C@H](C)N.COC[C@H](C)N.COC[C@H](C)N.COC[C@H](C)N.O.

Atoms and positions in Å:
C (-4.094, 24.806, 17.511)
C (-4.965, 24.937, 16.285)
C (-5.101, 26.329, 15.731)
O (-5.606, 27.199, 16.721)
C (-6.172, 28.370, 16.188)
N (-4.584, 23.968, 15.245)
H (-3.967, 23.776, 17.844)
H (-4.455, 25.397, 18.357)
H (-3.094, 25.245, 17.409)
H (-5.944, 24.557, 16.619)
H (-5.717, 26.365, 14.824)
H (-4.109, 26.671, 15.393)
H (-6.946, 28.738, 16.863)
H (-6.732, 28.206, 15.261)
H (-5.433, 29.156, 16.021)
H (-4.676, 23.046, 15.653)
H (-5.133, 23.940, 14.397)
C (-3.205, 35.131, 18.480)
C (-4.246, 35.296, 17.357)
C (-5.617, 34.913, 17.915)
O (-5.760, 33.572, 18.313)
C (-5.538, 32.566, 17.360)
N (-4.323, 36.721, 16.996)
H (-2.167, 35.313, 18.211)
H (-3.252, 34.080, 18.812)
H (-3.543, 35.647, 19.381)
H (-3.985, 34.654, 16.514)
H (-6.333, 35.079, 17.096)
H (-5.884, 35.497, 18.795)
H (-5.993, 31.610, 17.606)
H (-4.460, 32.442, 17.230)
H (-5.994, 32.867, 16.406)
H (-3.449, 37.046, 16.607)
H (-4.489, 37.213, 17.865)
C (-5.005, 18.556, 14.396)
C (-4.438, 19.755, 15.138)
C (-5.433, 20.347, 16.146)
O (-6.248, 21.280, 15.510)
C (-7.381, 21.653, 16.269)
N (-3.220, 19.308, 15.807)
H (-5.533, 17.855, 15.042)
H (-4.222, 18.032, 13.841)
H (-5.714, 18.770, 13.588)
H (-4.164, 20.558, 14.440)
H (-4.872, 20.736, 17.014)
H (-5.990, 19.519, 16.611)
H (-7.707, 22.643, 15.949)
H (-7.244, 21.610, 17.349)
H (-8.226, 21.009, 15.997)
H (-2.560, 18.977, 15.124)
H (-2.848, 19.915, 16.517)
C (-10.616, 26.374, 18.669)
C (-10.202, 26.511, 20.144)
C (-8.687, 26.413, 20.267)
O (-8.382, 25.048, 20.503)
C (-7.008, 24.800, 20.482)
N (-10.649, 27.786, 20.686)
H (-10.226, 25.443, 18.233)
H (-10.075, 27.085, 18.035)
H (-11.689, 26.406, 18.492)
H (-10.708, 25.747, 20.733)
H (-8.358, 27.036, 21.109)
H (-8.153, 26.833, 19.405)
H (-6.407, 25.403, 21.169)
H (-6.588, 24.783, 19.466)
H (-6.821, 23.757, 20.762)
H (-10.290, 28.600, 20.197)
H (-11.655, 27.890, 20.601)
O (-1.230, 23.983, 14.967)
H (-2.139, 23.647, 15.004)
H (-1.068, 24.139, 14.031)

No. 3
Density functional theory data (ωB97M-V with the def2-TZVPD basis set) for a 6-piece molecular cluster, C16H47N3O7 overall.

As for the relative energy (zero: lowest compared OMol25 entry of this formula, charge and spin): 2.564 eV. As for the frontier orbital gap: 0.356 Eh. The total energy comes out at -36151.9300 eV. The LUMO energy comes out at 0.2147 eV. Its HOMO energy is -9.484 eV. Its structure (SMILES) is COC[C@H](C)N.COC[C@H](C)N.COC[C@H](C)N.OCCO.CO.CO.

Atoms and positions in Å:
C (-8.823, -10.373, -15.635)
O (-8.411, -11.082, -16.819)
H (-9.257, -11.007, -14.861)
H (-8.004, -9.784, -15.221)
H (-9.638, -9.747, -15.994)
H (-7.494, -11.249, -16.587)
C (-10.320, -16.774, -14.127)
O (-11.252, -17.549, -14.759)
H (-10.766, -16.280, -13.264)
H (-9.434, -17.332, -13.825)
H (-9.980, -15.953, -14.759)
H (-11.913, -16.994, -15.180)
C (-16.511, -17.619, -19.073)
C (-17.252, -16.899, -17.944)
C (-18.295, -17.757, -17.201)
O (-19.261, -18.221, -18.172)
C (-20.093, -19.257, -17.641)
N (-16.213, -16.505, -17.006)
H (-16.165, -16.910, -19.826)
H (-17.120, -18.334, -19.625)
H (-15.610, -18.136, -18.742)
H (-17.733, -15.987, -18.299)
H (-18.771, -17.100, -16.473)
H (-17.699, -18.463, -16.624)
H (-20.823, -19.601, -18.373)
H (-20.704, -18.919, -16.804)
H (-19.613, -20.184, -17.328)
H (-15.655, -15.838, -17.520)
H (-16.609, -15.840, -16.357)
C (-17.801, -21.402, -11.446)
C (-16.680, -20.430, -11.081)
C (-17.188, -19.337, -10.178)
O (-16.248, -18.301, -9.784)
C (-15.899, -17.400, -10.736)
N (-15.541, -21.130, -10.473)
H (-17.917, -22.169, -10.680)
H (-17.484, -21.861, -12.383)
H (-18.808, -20.985, -11.458)
H (-16.338, -19.973, -12.010)
H (-17.495, -19.854, -9.269)
H (-18.107, -18.865, -10.525)
H (-15.470, -17.960, -11.567)
H (-15.081, -16.736, -10.456)
H (-16.712, -16.786, -11.123)
H (-14.947, -20.387, -10.134)
H (-15.003, -21.511, -11.239)
C (-5.058, -14.999, -14.260)
C (-4.340, -15.036, -15.598)
C (-5.059, -15.889, -16.698)
O (-4.619, -17.201, -16.463)
C (-5.298, -18.192, -17.233)
N (-4.342, -13.608, -15.929)
H (-6.011, -14.473, -14.318)
H (-4.517, -14.463, -13.480)
H (-5.296, -16.022, -13.968)
H (-3.290, -15.298, -15.472)
H (-4.811, -15.488, -17.681)
H (-6.143, -15.795, -16.634)
H (-5.148, -19.165, -16.766)
H (-4.860, -18.229, -18.231)
H (-6.368, -18.125, -17.429)
H (-3.718, -13.418, -16.699)
H (-3.841, -13.053, -15.250)
C (-11.670, -22.805, -15.347)
C (-10.737, -22.691, -16.524)
O (-11.014, -21.552, -17.290)
O (-11.132, -22.071, -14.237)
H (-11.611, -23.836, -14.998)
H (-12.720, -22.586, -15.540)
H (-10.813, -23.652, -17.031)
H (-9.736, -22.691, -16.092)
H (-10.786, -20.742, -16.828)
H (-11.266, -21.134, -14.402)